#i
C3H13NO2S | ωB97M-V/def2-TZVPD

Summary:
LUMO level	0.663	eV
charge	0
frontier orbital gap	9.56	eV

Cartesian coordinates (Å):
1 C -1.4342 1.0745 -0.7597
2 C -0.5545 0.5593 0.4070
3 C -1.4208 0.5570 1.6628
4 S -0.8679 0.1976 3.3126
5 N 0.4439 -0.5617 0.4048
6 H -2.0303 2.0496 -0.4326
7 H -0.8878 1.2409 -1.5893
8 H -2.3187 0.4994 -1.0857
9 H 0.1925 1.5080 0.3747
10 H -2.3177 -0.0776 1.3997
11 H -2.1940 1.3660 1.8553
12 H -0.0300 -0.8144 3.0107
13 H 0.2951 -1.3452 -0.2534
14 H 0.5365 -0.8984 1.3489
15 H 3.2526 -0.5436 -0.9234
16 H 2.1880 0.4244 -1.0129
17 O 2.8245 0.0312 -1.5734
18 H 0.6831 -1.7670 -2.1943
19 H 2.1464 -1.7287 -2.2952
20 O 1.4934 -1.7713 -1.6566

---

#ii
C3H13NO2S | ωB97M-V/def2-TZVPD

Summary:
LUMO level	0.448	eV
charge	0
frontier orbital gap	9.08	eV

Cartesian coordinates (Å):
1 C 1.3324 1.7344 -1.9864
2 N 0.6999 0.5756 -1.4449
3 C 0.8555 0.1930 0.0194
4 C -0.3027 -0.7030 0.3687
5 S 0.0377 -1.8142 1.8503
6 H 2.3665 1.9758 -1.6911
7 H 0.7502 2.6435 -2.0447
8 H 1.5626 1.6155 -3.1845
9 H -0.2924 0.5566 -1.6421
10 H 1.9047 -0.2710 0.2115
11 H 1.0218 1.1795 0.6414
12 H -1.0306 -0.0034 0.7754
13 H -0.6359 -1.4515 -0.4269
14 H 0.2815 -2.9675 1.4105
15 H -0.7616 2.2207 2.8096
16 H 0.0046 2.9223 1.6760
17 O 0.0418 2.4935 2.5830
18 H -2.8623 -0.7208 -2.4159
19 H -1.5908 -1.7072 -2.5575
20 O -2.2334 -1.0362 -3.0159

---

It comes down to #ii, which is 27.9 kJ/mol more stable than the next structure.

---

#i
C8H12N | ωB97M-V/def2-TZVPD

Summary:
LUMO level	-4.469	eV
charge	+1
frontier orbital gap	8.84	eV

Cartesian coordinates (Å):
1 C -1.2854 -1.4773 0.0579
2 C -1.3495 -0.0252 0.3188
3 C -0.3567 -1.8579 -0.7659
4 C -2.5153 0.6485 0.5714
5 C 2.4947 0.2061 0.0989
6 C 1.9223 -0.9148 0.8364
7 C -0.1526 0.6474 0.0160
8 C -0.1986 1.9346 -0.6355
9 N 1.0052 0.1875 0.3574
10 H -2.1020 -2.0454 0.5636
11 H -0.2719 -2.9195 -0.9887
12 H 0.3335 -1.0651 -1.2636
13 H -2.6211 1.7240 0.7004
14 H -3.4447 0.1145 0.8004
15 H 3.0255 1.0121 0.5799
16 H 2.6516 0.1915 -0.9105
17 H 1.6136 -1.8325 0.3330
18 H 1.9716 -1.0155 1.9672
19 H 0.7367 2.2781 -0.8711
20 H -0.8043 2.6736 -0.1427
21 H -0.6527 1.5351 -1.6234

---

#ii
C8H12N | ωB97M-V/def2-TZVPD

Summary:
LUMO level (spin up / spin down)	-4.672 / -4.684	eV
charge	+1
frontier orbital gap (spin up / spin down)	6.39 / 6.53	eV

Cartesian coordinates (Å):
1 C 0.5073 -0.1416 1.1320
2 C -0.6244 -0.6703 0.7495
3 C 1.0697 0.7514 3.4179
4 C 2.1781 1.2479 2.5130
5 C 1.4781 -0.0686 2.1469
6 C -1.6753 -0.8198 0.1297
7 C -0.6007 0.1087 -2.4384
8 C -0.5903 -1.0527 -3.3928
9 N -1.7587 0.5605 -1.9622
10 H 1.2309 0.2728 4.3386
11 H 0.0166 1.1847 3.1814
12 H 1.9846 1.8753 1.6955
13 H 3.1828 1.0191 2.6429
14 H 2.1088 -0.9344 2.4404
15 H -2.4447 -1.5835 0.1174
16 H 0.3556 0.4596 -2.1950
17 H -1.6868 -1.3156 -3.5767
18 H 0.0087 -1.8648 -3.1909
19 H -0.2554 -0.4934 -4.2101
20 H -2.5852 0.0196 -2.0373
21 H -1.8996 1.4452 -1.5018

---

It comes down to #i, which is 355.7 kJ/mol more stable than the next structure.

---

#i
C5H11N2O3 | ωB97M-V/def2-TZVPD

Summary:
LUMO level	-3.187	eV
charge	+1
frontier orbital gap	10.80	eV

Cartesian coordinates (Å):
1 C -2.7396 1.8725 0.9851
2 C -0.5857 -0.9894 -0.1908
3 C -1.0337 0.0984 -2.3176
4 C 2.3232 0.1518 1.7686
5 C 0.7043 -0.1851 -0.0906
6 N -1.2244 -0.9419 -1.3223
7 N 1.6189 -0.8383 0.8677
8 O -3.7414 2.2341 1.4169
9 O -0.9234 -1.6641 0.7836
10 O -1.7552 1.5212 0.4527
11 H -0.2645 0.7022 -1.9853
12 H -0.6439 -0.3357 -3.2466
13 H -2.0120 0.5993 -2.5074
14 H 3.0660 -0.3239 2.3927
15 H 3.0225 0.7893 1.0947
16 H 1.6735 0.7309 2.3965
17 H 0.3507 0.7405 0.3602
18 H 1.2099 0.0389 -1.0719
19 H -2.1263 -1.2990 -1.4698
20 H 2.1698 -1.4682 0.2564
21 H 0.9114 -1.4332 1.4272

---

#ii
C5H11N2O3 | ωB97M-V/def2-TZVPD

Summary:
LUMO level	-3.212	eV
charge	+1
frontier orbital gap	11.16	eV

Cartesian coordinates (Å):
1 C -1.7675 0.9790 -0.4791
2 C -1.8684 -0.1682 0.6454
3 C 0.4434 -0.0123 -0.4683
4 C 1.0470 -0.8431 -1.5424
5 C 1.5926 1.2562 1.3079
6 N -0.4976 0.9876 -0.8889
7 N -0.6540 -0.9907 0.3951
8 O -2.7335 1.5862 -0.8715
9 O -2.9573 -0.9850 0.4547
10 O 1.3957 0.2015 0.4492
11 H -1.6871 0.1893 1.7117
12 H 1.6841 -0.2571 -2.1613
13 H 0.3031 -1.2132 -2.2217
14 H 1.6784 -1.5539 -1.0687
15 H 1.6688 2.2391 0.8325
16 H 2.4191 0.9087 1.9052
17 H 0.7607 1.2400 1.9058
18 H -0.2654 1.5418 -1.6797
19 H -0.2176 -1.4485 1.2370
20 H -1.0007 -1.8390 -0.2369
21 H -3.9153 -0.5992 0.5899

---

It comes down to #i, which is 176.8 kJ/mol more stable than the next structure.

---

#i
C5H13NO | ωB97M-V/def2-TZVPD

Summary:
LUMO level (spin up / spin down)	3.324 / 3.320	eV
spin multiplicity	2
charge	-1
frontier orbital gap (spin up / spin down)	3.24 / 5.24	eV
expectation value of S²	0.754

Cartesian coordinates (Å):
1 C 2.4417 2.2063 -1.3166
2 C 1.7055 1.2507 -0.3143
3 C 1.0614 -0.0992 -0.7531
4 C -0.1363 -0.4215 0.1217
5 C -0.1847 -1.0252 2.4473
6 N -0.0377 -0.0458 1.5689
7 H 2.8689 2.9851 -0.6829
8 H 1.8742 2.5575 -2.1745
9 H 3.2996 1.6327 -1.6649
10 H 0.9412 1.8198 0.2072
11 H 2.4789 0.8880 0.3644
12 H 1.7896 -0.9185 -0.7950
13 H 0.7655 -0.0208 -1.8292
14 H -1.0602 0.0926 -0.1951
15 H -0.3599 -1.5042 0.1256
16 H 0.5772 -1.2245 3.2171
17 H -1.0909 -1.6768 2.3915
18 H -5.0820 -1.7174 -0.5577
19 H -5.8990 -2.8223 0.1034
20 O -5.9528 -1.9563 -0.2638

---

#ii
C5H13NO | ωB97M-V/def2-TZVPD

Summary:
LUMO level (spin up / spin down)	3.371 / 3.304	eV
spin multiplicity	2
charge	-1
frontier orbital gap (spin up / spin down)	2.08 / 8.63	eV
expectation value of S²	0.750

Cartesian coordinates (Å):
1 C -0.9082 1.1453 -1.3178
2 N 0.3593 0.8463 -0.6320
3 C 0.8725 -0.5005 -0.8456
4 C 0.2365 1.2501 0.7498
5 C -0.6996 2.4692 0.7090
6 C -1.6273 2.2083 -0.4666
7 H -0.6937 1.4825 -2.3268
8 H -1.4595 0.2096 -1.3697
9 H 0.3061 -1.0386 -1.5923
10 H 1.9052 -0.4500 -1.2087
11 H 0.8863 -1.0135 0.1209
12 H -0.1686 0.4546 1.3888
13 H 1.2125 1.4987 1.1790
14 H -1.1649 2.5149 1.7035
15 H -0.0899 3.3740 0.6689
16 H -1.7445 3.1058 -1.0704
17 H -2.5976 1.8781 -0.1107
18 H 2.0691 -5.7334 1.3157
19 H 1.5915 -7.2340 1.2612
20 O 1.7149 -6.4673 1.8439

---

It comes down to #ii, which is 110.1 kJ/mol more stable than the next structure.

---

#i
C22H25N3O6S | ωB97M-V/def2-TZVPD

Summary:
LUMO level	0.465	eV
charge	0
frontier orbital gap	8.94	eV

Cartesian coordinates (Å):
1 C 6.2511 0.6729 -0.6265
2 H 7.2060 1.1853 -0.5447
3 C 5.4495 0.8799 0.6523
4 N 4.2041 0.1150 0.6560
5 C 4.2725 -1.1709 1.0508
6 O 5.2977 -1.6771 1.4586
7 C 2.9969 -2.0343 1.0305
8 N 1.9895 -1.6976 0.0641
9 C 0.7179 -1.2361 0.3006
10 C -0.0019 -1.0160 1.4624
11 C -1.2782 -0.4978 1.3222
12 C -1.7988 -0.2167 0.0707
13 C -1.1028 -0.4488 -1.1043
14 C 0.1638 -0.9708 -0.9626
15 O 1.0730 -1.2901 -1.9233
16 C 2.2075 -1.7259 -1.3012
17 O 3.2031 -2.0735 -1.8617
18 H -1.5376 -0.2073 -2.0589
19 S -3.4425 0.4854 0.0235
20 O -3.5119 1.5189 1.0188
21 O -3.7695 0.8278 -1.3315
22 N -4.3247 -0.8235 0.5923
23 C -5.5486 -0.4858 1.3056
24 H -5.4610 0.5264 1.6951
25 H -5.6675 -1.1886 2.1366
26 C -6.6560 -0.6687 0.2713
27 H -7.6395 -0.7847 0.7212
28 H -6.6656 0.1860 -0.4058
29 C -6.1849 -1.9229 -0.4649
30 H -6.4938 -2.8142 0.0822
31 H -6.5722 -1.9840 -1.4791
32 C -4.6517 -1.7962 -0.4460
33 H -4.2701 -1.4248 -1.3988
34 H -4.1630 -2.7465 -0.2151
35 H -1.8904 -0.2849 2.1830
36 H 0.4109 -1.2254 2.4355
37 H 3.3485 -3.0558 0.8497
38 H 2.5486 -1.9964 2.0255
39 C 3.0294 0.8299 0.2966
40 C 2.1570 1.2764 1.2789
41 C 1.0397 2.0276 0.9521
42 C 0.7830 2.3485 -0.3774
43 C 1.6683 1.9010 -1.3647
44 C 2.7793 1.1595 -1.0340
45 H 3.4500 0.8161 -1.8059
46 H 1.4584 2.1560 -2.3908
47 O -0.2620 3.0824 -0.8182
48 C -1.1499 3.6557 0.1192
49 H -0.6140 4.2826 0.8382
50 H -1.8254 4.2754 -0.4673
51 H -1.7356 2.8967 0.6445
52 H 0.3749 2.3522 1.7360
53 H 2.3580 1.0389 2.3135
54 H 5.1930 1.9331 0.7857
55 H 6.0402 0.5377 1.5064
56 H 5.7206 1.0638 -1.4905
57 H 6.4341 -0.3878 -0.7750

---

#ii
C22H25N3O6S | ωB97M-V/def2-TZVPD

Summary:
LUMO level	-0.539	eV
charge	0
frontier orbital gap	8.21	eV

Cartesian coordinates (Å):
1 C 3.4223 3.5300 0.9512
2 H 3.0693 4.5467 1.0980
3 H 4.4975 3.5101 1.1114
4 H 2.9450 2.8912 1.6891
5 C 3.0607 3.0771 -0.4589
6 N 3.2864 1.6607 -0.6597
7 S 2.2241 0.8051 -1.5959
8 O 1.2344 1.6953 -2.1454
9 O 2.9228 -0.0513 -2.5127
10 C 1.3695 -0.2309 -0.4089
11 C 0.9657 0.3078 0.7972
12 C 0.1702 -0.4454 1.6378
13 C -0.2445 -1.7305 1.2723
14 C 0.2164 -2.2704 0.0679
15 C 1.0214 -1.5205 -0.7671
16 H 1.3736 -1.9077 -1.7101
17 H -0.0734 -3.2657 -0.2286
18 C -1.2368 -2.3842 2.1033
19 C -1.9599 -3.4668 1.7893
20 C -3.1333 -3.7903 2.6261
21 O -3.1756 -3.6505 3.8187
22 O -4.2750 -4.1596 1.9856
23 C -4.3306 -4.3459 0.5841
24 C -3.7710 -3.1898 -0.2593
25 O -3.2325 -3.4062 -1.3201
26 N -3.9550 -1.9691 0.3059
27 C -3.2577 -0.7889 0.0092
28 C -3.2532 0.2228 0.9675
29 C -2.5123 1.3679 0.7614
30 C -1.7826 1.5359 -0.4115
31 C -1.8034 0.5310 -1.3716
32 C -2.5327 -0.6251 -1.1672
33 H -2.5278 -1.4087 -1.9055
34 H -1.2050 0.6297 -2.2650
35 C -0.9374 2.7570 -0.5767
36 O -0.2842 3.2160 0.3411
37 N -1.0197 3.3509 -1.7880
38 H -1.3722 2.8283 -2.5708
39 H -0.3312 4.0566 -1.9980
40 H -2.4858 2.1455 1.5093
41 H -3.8170 0.0981 1.8814
42 H -4.4570 -1.9507 1.1861
43 H -5.3944 -4.4729 0.3579
44 H -3.8075 -5.2619 0.2858
45 H -1.7741 -4.0525 0.9035
46 H -1.4934 -1.8656 3.0195
47 H -0.1684 -0.0246 2.5726
48 H 1.2388 1.3183 1.0511
49 C 4.6319 1.1325 -0.6016
50 C 5.5227 1.5860 -1.7552
51 H 6.4983 1.1144 -1.6727
52 H 5.6573 2.6648 -1.7438
53 H 5.0662 1.2920 -2.6963
54 H 4.5291 0.0463 -0.6308
55 H 5.0718 1.4131 0.3592
56 H 3.6145 3.6728 -1.1960
57 H 1.9949 3.2317 -0.6261

---

#iii
C22H25N3O6S | ωB97M-V/def2-TZVPD

Summary:
LUMO level	0.617	eV
charge	0
frontier orbital gap	8.80	eV

Cartesian coordinates (Å):
1 C -0.6442 -1.7556 -3.3355
2 C -1.9864 -1.8368 -2.6249
3 O -1.7501 -1.5860 -1.2539
4 C -2.7562 -1.7655 -0.3497
5 C -4.0801 -2.0285 -0.6591
6 C -5.0171 -2.1572 0.3571
7 C -4.6418 -2.0194 1.6786
8 C -3.3183 -1.7643 2.0038
9 C -2.3718 -1.6440 1.0012
10 N -1.0137 -1.4044 1.2360
11 C -0.4329 -0.8694 2.3281
12 O -0.9728 -0.6243 3.3845
13 C 1.0557 -0.5578 2.0826
14 N 1.2498 0.1716 0.8497
15 C 0.5712 1.3974 0.6569
16 C -0.4055 1.5176 -0.3187
17 C -1.0353 2.7310 -0.5363
18 C -0.7067 3.8382 0.2386
19 C 0.2609 3.7052 1.2372
20 C 0.8973 2.5013 1.4398
21 H 1.6438 2.4098 2.2143
22 H 0.4991 4.5681 1.8383
23 O -1.2585 5.0737 0.1104
24 C -2.2394 5.2748 -0.8792
25 H -3.1199 4.6483 -0.7054
26 H -2.5233 6.3231 -0.8021
27 H -1.8445 5.0798 -1.8813
28 H -1.7869 2.7948 -1.3068
29 H -0.6680 0.6588 -0.9151
30 S 1.8613 -0.6699 -0.4369
31 O 1.7332 0.1095 -1.6277
32 O 1.3412 -2.0140 -0.4313
33 C 3.5671 -0.7508 0.0045
34 C 4.3266 -1.8153 0.4145
35 O 5.5723 -1.3837 0.6460
36 N 5.6502 -0.0507 0.3933
37 C 4.4711 0.3520 0.0103
38 C 4.1562 1.7495 -0.3544
39 H 3.5284 1.7563 -1.2428
40 H 3.5981 2.2267 0.4500
41 H 5.0746 2.3023 -0.5275
42 C 3.9982 -3.2429 0.6175
43 H 4.0794 -3.5010 1.6729
44 H 2.9856 -3.4263 0.2690
45 H 4.7005 -3.8663 0.0675
46 H 1.6160 -1.4915 1.9986
47 H 1.4317 0.0147 2.9358
48 H -0.4224 -1.5913 0.4290
49 H -3.0112 -1.6523 3.0300
50 H -5.3752 -2.1141 2.4642
51 H -6.0459 -2.3615 0.1014
52 H -4.3946 -2.1255 -1.6865
53 H -2.4273 -2.8347 -2.7534
54 H -2.6851 -1.0893 -3.0279
55 H -0.1954 -0.7763 -3.1896
56 H -0.7741 -1.9402 -4.3981
57 H 0.0352 -2.4937 -2.9175

---

It comes down to #ii, which is 8.6 kJ/mol more stable than the next structure.

---

#i
C5H10NO2 | ωB97M-V/def2-TZVPD

Summary:
LUMO level	-3.949	eV
charge	+1
frontier orbital gap	9.21	eV

Cartesian coordinates (Å):
1 C -0.7057 -0.2815 0.0654
2 C -1.0989 -0.0454 -1.8293
3 C 1.7144 0.2729 -0.6737
4 C 1.2664 -0.5422 1.5473
5 C -0.2850 1.0025 0.7761
6 N 0.7694 0.0686 0.3690
7 O -3.2838 -0.7048 -1.3717
8 O -2.1586 -0.3054 -2.2494
9 H 2.7410 0.0990 -0.3015
10 H 1.7652 -0.3527 -1.5843
11 H 1.6659 1.3562 -0.9495
12 H 2.3009 -0.2129 1.8195
13 H 0.5806 -0.2468 2.2686
14 H 1.1943 -1.6169 1.4916
15 H -0.6374 1.0995 1.8352
16 H -0.4280 1.8717 0.1199
17 H -1.2716 -1.0607 0.5337
18 H -4.1292 -0.4013 -1.8670

---

#ii
C5H10NO2 | ωB97M-V/def2-TZVPD

Summary:
LUMO level	-3.137	eV
charge	+1
frontier orbital gap	11.60	eV

Cartesian coordinates (Å):
1 O 1.9294 0.9716 -0.0763
2 C 1.2375 1.2558 0.8854
3 O 1.6038 2.1996 1.7401
4 C -0.0274 0.5869 1.3096
5 C -1.1008 0.2566 0.2648
6 C -0.7247 -0.8181 -0.7104
7 C -1.3326 -1.9747 -0.8574
8 N 0.4826 -0.5393 -1.5093
9 H 2.5647 2.3408 1.6537
10 H -0.4849 1.1492 2.0779
11 H 0.2501 -0.3244 1.8355
12 H -1.3367 1.1669 -0.2899
13 H -2.0529 0.0172 0.7327
14 H -1.1194 -2.7697 -1.5603
15 H -2.2156 -2.1906 -0.2664
16 H 0.2334 0.0814 -2.2881
17 H 0.8440 -1.3826 -1.9519
18 H 1.2495 -0.0266 -0.9898

---

#iii
C5H10NO2 | ωB97M-V/def2-TZVPD

Summary:
LUMO level	-3.581	eV
charge	+1
frontier orbital gap	11.50	eV

Cartesian coordinates (Å):
1 O 0.4376 2.8240 -0.9084
2 C 0.7719 1.8367 -0.0809
3 C -0.2185 0.6772 -0.2550
4 N 0.3692 -0.4377 -1.0695
5 C -0.0801 -1.7590 -0.4786
6 C -0.3662 -1.4193 0.9561
7 C -0.6640 0.0633 1.0949
8 O 1.6068 1.8946 0.7701
9 H 0.6512 3.7279 -0.6534
10 H -1.1296 1.0932 -0.7059
11 H 0.1153 -0.2791 -2.0514
12 H 1.3823 -0.2904 -1.0861
13 H -0.8783 -2.1729 -1.0753
14 H 0.7821 -2.4324 -0.6224
15 H -1.1910 -2.0361 1.3170
16 H 0.3480 -1.8634 1.7039
17 H -0.1962 0.4026 1.9987
18 H -1.7403 0.1708 1.1461

---

#iv
C5H10NO2 | ωB97M-V/def2-TZVPD

Summary:
LUMO level	-3.567	eV
charge	+1
frontier orbital gap	10.96	eV

Cartesian coordinates (Å):
1 O 2.4385 0.6474 -1.5559
2 C 2.1837 -0.1206 -0.6663
3 C 0.8918 0.0068 0.1264
4 C -0.1265 -1.0951 -0.1636
5 C -1.2182 -1.3248 0.8713
6 C -2.3786 -0.3822 0.9662
7 O -2.3636 0.7776 0.6149
8 N 0.3758 1.3575 -0.1551
9 H 2.8825 -0.9006 -0.3565
10 H 1.1848 -0.0708 1.1812
11 H -0.5536 -1.0483 -1.1785
12 H 0.4519 -2.0179 -0.2370
13 H -1.6317 -2.3344 0.8979
14 H -0.8663 -1.3181 1.9181
15 H -3.2970 -0.7664 1.4092
16 H -0.6472 1.4159 0.1018
17 H 0.4909 1.5594 -1.1617
18 H 0.9388 2.0910 0.2747

---

It comes down to #ii, which is 43.0 kJ/mol more stable than the next structure.